[1]
A structure of composition C3Li2O3Pr, computed with ωB97M-V/def2-TZVPD.

CARTESIAN COORDINATES (ANGSTROEM)
O -2.5735 0.6853 -0.0399
C -1.5304 1.1872 -0.0815
O -0.5438 1.8003 -0.0030
Pr 2.0905 2.0581 0.0878
Li -2.4517 -1.6478 0.0077
C -0.4780 -1.5571 -0.1026
C 0.5897 -0.9460 0.0644
O 1.6987 -0.2672 0.1156
Li 3.1985 -1.3128 -0.0486

Summary:
Total charge   +2
Spin multiplicity   4
<S²>   3.752
Kohn-Sham gap (alpha / beta)   6.03 / 6.03 eV


[2]
A cluster of 6 separate species, C51H57F5N6O5PS in total, computed with ωB97M-V/def2-TZVPD.

CARTESIAN COORDINATES (ANGSTROEM)
C 5.3380 -3.8004 1.8794
C 5.3808 -2.8903 0.8937
C 4.1799 -2.1817 0.2735
P 2.6976 -2.4736 1.3957
N 2.9043 -1.6872 2.7443
C 4.3071 -0.6363 0.2978
N 2.9842 -0.0451 0.2171
N 5.2137 -0.2195 -0.8205
C 5.6394 1.2393 -0.8218
O 5.0768 1.9557 0.2326
C 4.5101 3.1873 -0.1817
C 3.1260 3.3046 -0.2287
C 2.5081 4.4774 -0.6590
C 1.0038 4.5487 -0.7304
C 3.3184 5.5450 -1.0344
C 4.7040 5.4302 -0.9540
C 5.3304 4.2618 -0.5210
C 6.8450 4.1716 -0.4106
C 7.5981 5.2738 -1.1563
C 7.2023 4.2936 1.1050
C 4.7367 -0.6727 -2.1727
N 3.6697 0.1574 -2.6577
C 2.5334 -0.2719 -2.7928
S 1.1118 -0.8248 -2.9425
C 4.5535 -2.1833 -2.1483
O 5.9213 -2.7241 -2.1115
N 6.4196 -2.8625 -3.4854
O 6.5045 -3.9709 -3.7759
N 3.8105 -2.6991 -1.0557
C 3.6577 -4.1348 -1.1133
O 2.3454 -4.4479 -1.6477
C 2.3897 -5.2048 -2.7851
C 1.9627 -4.5802 -4.0803
O 2.7613 -6.3326 -2.7457
H 5.9163 -4.7089 1.7853
H 4.7537 -3.6327 2.7718
H 6.3525 -2.6724 0.4523
H 2.5745 -3.8604 1.6023
H 1.5516 -2.0480 0.7164
H 2.9178 -2.3092 3.5412
H 4.7736 -0.4131 1.2529
H 2.7744 0.3048 1.1501
H 2.9692 0.7715 -0.3792
H 6.0755 -0.7553 -0.6833
H 6.7227 1.2512 -0.7109
H 5.4171 1.7172 -1.7719
H 2.4732 2.4993 0.0710
H 0.6705 4.8253 -1.7262
H 0.5859 5.1948 0.0345
H 0.6235 3.5408 -0.5705
H 2.8538 6.4507 -1.3943
H 5.2714 6.2914 -1.2621
H 7.2355 3.2175 -0.7531
H 7.2610 6.2725 -0.9058
H 7.6261 5.1123 -2.2315
H 8.6351 5.2255 -0.8298
H 7.2895 3.3265 1.5901
H 6.4187 4.8790 1.5802
H 8.1150 4.8635 1.2447
H 5.5892 -0.5022 -2.8276
H 4.1188 -2.5633 -3.0713
H 3.6974 -4.5908 -0.1341
H 4.3813 -4.6265 -1.7597
H 0.9116 -4.7718 -4.2763
H 2.1645 -3.5125 -4.0776
H 2.5133 -5.0638 -4.8784
F -2.3462 3.7622 -0.9848
C -2.6521 2.4664 -0.7526
C -1.7314 1.4966 -1.0886
C -2.0433 0.1665 -0.8478
C -3.2655 -0.1751 -0.2863
C -4.1807 0.8186 0.0392
C -3.8720 2.1518 -0.1906
H -0.7860 1.7837 -1.5325
H -1.3259 -0.6044 -1.0985
H -3.5064 -1.2137 -0.1037
H -5.1328 0.5585 0.4708
H -4.5681 2.9409 0.0629
F 4.7113 -6.5648 2.7882
C 3.7795 -7.3396 2.1827
C 2.8791 -8.0401 2.9568
C 1.9239 -8.8216 2.3225
C 1.8886 -8.8969 0.9359
C 2.8077 -8.1861 0.1767
C 3.7608 -7.3961 0.8031
H 2.9281 -7.9726 4.0354
H 1.2056 -9.3732 2.9132
H 1.1442 -9.5109 0.4477
H 2.7867 -8.2448 -0.9032
H 4.4846 -6.8306 0.2291
F -2.9698 3.9980 -5.6017
C -3.7260 4.8216 -4.8448
C -4.5007 5.7800 -5.4658
C -5.2781 6.6207 -4.6823
C -5.2634 6.4983 -3.2992
C -4.4729 5.5291 -2.6967
C -3.6998 4.6786 -3.4727
H -4.4921 5.8632 -6.5444
H -5.8961 7.3730 -5.1532
H -5.8683 7.1585 -2.6922
H -4.4563 5.4337 -1.6193
H -3.0862 3.9146 -3.0280
F -7.2683 0.7173 0.5809
C -8.0199 1.5467 1.3451
C -8.7849 2.5123 0.7252
C -9.5553 3.3577 1.5108
C -9.5420 3.2315 2.8932
C -8.7603 2.2550 3.4941
C -7.9941 1.3991 2.7164
H -8.7750 2.5973 -0.3535
H -10.1673 4.1160 1.0415
H -10.1422 3.8940 3.5019
H -8.7474 2.1572 4.5700
H -7.3846 0.6249 3.1643
F -10.7868 0.5140 4.8755
C -10.5310 -0.8024 5.0091
C -10.6509 -1.6206 3.9040
C -10.3821 -2.9744 4.0426
C -10.0084 -3.4897 5.2765
C -9.8979 -2.6484 6.3750
C -10.1558 -1.2915 6.2439
H -10.9505 -1.1989 2.9537
H -10.4656 -3.6282 3.1850
H -9.8040 -4.5467 5.3813
H -9.6111 -3.0488 7.3380
H -10.0688 -0.6174 7.0857

Summary:
Total charge   +1
Kohn-Sham gap   6.70 eV


[3]
A cluster of 2 separate species, CH7N4 in total, computed with ωB97M-V/def2-TZVPD.

CARTESIAN COORDINATES (ANGSTROEM)
C -2.2022 0.3069 0.3339
N 0.5554 -0.4665 0.2516
N 1.7316 -0.5639 0.3607
N 2.6711 0.1613 -0.3082
N -1.8282 -0.5870 -0.4764
H -3.2333 0.6344 0.4247
H -1.4529 0.7660 0.9669
H 2.3567 0.9580 -0.8431
H 3.6242 0.1640 0.0241
H 2.2222 -1.2613 0.9717
H -0.7674 -0.7710 -0.4022
H -2.4642 -1.0750 -1.0988

Summary:
Total charge   +1
Kohn-Sham gap   8.96 eV


> total charge of number 2 (C51H57F5N6O5PS)?

+1


> total charge of number 2 (C51H57F5N6O5PS)?

+1


What did the first record say?
A structure of composition C3Li2O3Pr, computed with ωB97M-V/def2-TZVPD.

CARTESIAN COORDINATES (ANGSTROEM)
O -2.5735 0.6853 -0.0399
C -1.5304 1.1872 -0.0815
O -0.5438 1.8003 -0.0030
Pr 2.0905 2.0581 0.0878
Li -2.4517 -1.6478 0.0077
C -0.4780 -1.5571 -0.1026
C 0.5897 -0.9460 0.0644
O 1.6987 -0.2672 0.1156
Li 3.1985 -1.3128 -0.0486

Summary:
Total charge   +2
Spin multiplicity   4
<S²>   3.752
Kohn-Sham gap (alpha / beta)   6.03 / 6.03 eV